1.
{"formula": "C4H12NO2", "method": "wB97M-V/def2-TZVPD", "energy_ev": -9909.24404, "de_lowest_ev": 12.9859, "charge": 1, "homo_energy_ev": -12.50, "gap_ev": 4.33, "species": ["C", "O", "C", "C", "C", "O", "N", "H", "H", "H", "H", "H", "H", "H", "H", "H", "H", "H", "H"], "positions_angstrom": [[-0.699584, 0.724466, 1.097675], [-2.677020, -0.562028, 0.136036], [-0.540493, 1.120280, -0.222788], [0.707665, 1.640560, 0.113931], [2.029708, 1.085088, 0.084992], [1.709100, -1.403389, 0.789511], [-0.933559, -1.745866, -1.535090], [-0.633280, -0.273153, 1.536475], [-1.305231, 1.407122, 1.711389], [-3.612983, -0.528577, -0.101512], [-1.170164, 0.900449, -1.089021], [0.871909, 2.678895, 0.439656], [2.457911, 0.911848, -0.908604], [2.734982, 1.427216, 0.852490], [2.032630, -0.491060, 0.676199], [2.265955, -1.980891, 1.330723], [-1.262120, -2.456751, -2.166541], [-0.349651, -1.024274, -1.910839], [-1.625776, -1.429934, -0.834682]], "forces_ev_per_a": [[-2.066, 0.034, 0.455], [1.405, 0.564, -0.298], [-1.014, -1.252, -1.635], [2.880, -0.019, 1.301], [-0.915, 2.808, -1.038], [-0.967, -0.337, -0.192], [-0.276, -0.155, 0.936], [0.242, -0.402, -0.451], [0.937, 0.344, 0.225], [-0.215, 0.229, 0.404], [0.046, 0.188, 0.089], [-0.729, -0.137, 0.815], [-0.162, -1.592, 0.424], [-0.272, 0.342, -0.421], [0.563, -1.153, 0.686], [0.322, 0.663, -0.122], [0.279, 0.067, -0.223], [-0.244, 0.006, -0.658], [0.186, -0.196, -0.297]], "nbo_charge": [-0.20, -0.85, 0.16, -0.38, -0.21, -0.91, -0.99, 0.35, 0.31, 0.47, 0.30, 0.36, 0.27, 0.25, 0.43, 0.51, 0.39, 0.34, 0.40]}

---

2.
{"formula": "C23H21BrEuF4N4", "method": "wB97M-V/def2-TZVPD", "energy_ev": -130391.58275, "spin_multiplicity": 8, "de_lowest_ev": 0.6776, "homo_energy_ev": [-6.01, -7.11], "gap_ev": [6.26, 7.34], "species": ["Eu", "C", "N", "C", "C", "C", "N", "C", "C", "F", "C", "F", "C", "C", "F", "C", "F", "H", "H", "H", "H", "H", "H", "H", "H", "H", "H", "H", "Br", "C", "C", "C", "C", "C", "C", "C", "C", "C", "C", "H", "H", "H", "H", "H", "H", "N", "C", "C", "C", "N", "H", "H", "H", "H"], "positions_angstrom": [[-0.668576, -0.009781, 0.039664], [-1.983986, 2.102563, -2.569624], [-1.720041, 0.660335, -2.433677], [-0.845863, 0.259747, -3.549354], [-2.994813, -0.085888, -2.527731], [-2.822863, -1.544304, -2.082607], [-2.232125, -1.519375, -0.751134], [-2.277305, -2.601844, 0.035878], [-2.021762, -2.418799, 1.417831], [-1.892009, -1.072130, 1.839621], [-1.904727, -3.435504, 2.336369], [-1.576939, -3.135319, 3.601046], [-2.101054, -4.745980, 1.947149], [-2.427723, -4.975037, 0.614714], [-2.615638, -6.234805, 0.216272], [-2.519431, -3.957912, -0.315274], [-2.774001, -4.272718, -1.604252], [-2.319084, 2.351503, -3.582865], [-1.073931, 2.667893, -2.357345], [-2.759783, 2.411852, -1.867965], [-1.364775, 0.368832, -4.507948], [-0.531454, -0.778404, -3.440721], [0.044503, 0.886210, -3.577667], [-3.392851, -0.053938, -3.550327], [-3.717945, 0.389878, -1.854446], [-2.203021, -2.097308, -2.802942], [-3.811309, -2.017867, -2.063083], [-1.997848, -5.560028, 2.640019], [1.919487, -0.093983, -1.515783], [2.545174, 1.681122, -0.844060], [3.636906, 2.173750, -1.495583], [4.220371, 3.365363, -1.047827], [3.723136, 3.972830, 0.067090], [2.586754, 3.466408, 0.733234], [2.095824, 4.109624, 1.885736], [0.976113, 3.645867, 2.512004], [0.272680, 2.550204, 1.986580], [0.671372, 1.854307, 0.847428], [1.901932, 2.303086, 0.250873], [4.055312, 1.653490, -2.340998], [5.070672, 3.763983, -1.576725], [4.186620, 4.865685, 0.455349], [2.628277, 4.972760, 2.253943], [0.604993, 4.132390, 3.398152], [-0.632769, 2.248843, 2.517328], [2.230302, -1.697315, 1.381274], [2.962358, -1.613080, 2.502073], [2.129170, -1.138413, 3.489825], [0.893982, -0.962619, 2.867276], [0.958053, -1.303554, 1.575724], [2.532696, -2.060459, 0.486361], [3.999082, -1.881600, 2.520667], [2.365386, -0.947856, 4.514785], [-0.027527, -0.642702, 3.325672]], "forces_ev_per_a": [[0.140, 0.172, -0.225], [0.117, -0.156, 0.133], [-0.216, 0.241, -0.545], [-0.015, 0.002, 0.199], [0.198, -0.444, 0.378], [0.038, 0.151, 0.250], [-1.274, -0.863, -0.857], [-0.144, -0.186, 0.070], [-0.083, 0.507, 0.105], [-0.352, -1.312, 0.302], [0.047, 0.283, -0.325], [-0.088, -0.033, 0.096], [-0.065, 0.037, -0.118], [0.151, 0.513, 0.213], [-0.079, -0.247, -0.172], [0.131, 0.065, 0.298], [0.008, -0.074, 0.018], [-0.071, 0.040, -0.066], [-0.026, -0.030, -0.019], [0.058, -0.029, 0.031], [-0.089, -0.009, -0.089], [-0.014, 0.028, 0.004], [-0.021, -0.017, 0.094], [-0.025, 0.117, -0.056], [0.128, -0.044, -0.101], [-0.176, 0.055, -0.011], [0.021, 0.035, -0.217], [0.007, -0.138, 0.122], [0.465, 0.930, 0.105], [0.006, -0.519, -0.376], [-0.232, -0.417, -0.134], [0.004, 0.161, 0.239], [0.078, 0.008, -0.149], [-0.048, -0.253, -0.212], [-0.172, 0.013, 0.163], [0.134, 0.147, 0.022], [0.198, -0.413, -0.726], [0.896, 1.213, 0.447], [-0.260, 0.283, 0.492], [0.040, -0.113, -0.091], [0.130, 0.079, -0.023], [0.096, 0.174, 0.059], [0.051, 0.149, 0.091], [-0.011, 0.179, 0.238], [-0.028, 0.030, -0.050], [-0.081, -0.056, 0.102], [-0.140, 0.085, 0.184], [0.157, -0.064, -0.068], [0.169, -0.331, -0.427], [0.161, -0.277, 0.414], [-0.219, 0.299, 0.197], [0.189, -0.088, -0.022], [0.129, 0.041, 0.211], [-0.016, 0.077, -0.198]], "mulliken_charge": [0.88, -1.16, 0.62, -1.32, -1.17, -0.73, -0.20, 0.17, 0.13, -0.47, 0.14, -0.32, -0.65, 0.12, -0.32, 0.83, -0.33, 0.38, 0.29, 0.36, 0.34, 0.29, 0.42, 0.37, 0.36, 0.39, 0.46, 0.49, -0.25, 0.37, -0.81, -0.52, -0.91, 0.74, -0.71, -0.99, -0.39, 0.06, 0.65, 0.43, 0.39, 0.36, 0.36, 0.38, 0.34, -0.33, -0.25, -1.00, -0.08, 0.22, 0.22, 0.45, 0.40, 0.51]}

---

3.
{"formula": "C2H8N3", "method": "wB97M-V/def2-TZVPD", "energy_ev": -6659.89262, "de_lowest_ev": 8.7365, "charge": 1, "homo_energy_ev": [-14.20, -14.05], "gap_ev": [7.96, 9.48], "species": ["C", "C", "N", "N", "N", "H", "H", "H", "H", "H", "H", "H", "H"], "positions_angstrom": [[-1.297475, 0.345203, -0.272638], [-0.000635, 0.904392, 0.214887], [1.673682, -0.861668, -0.124681], [1.154060, 0.367978, 0.035093], [-1.232092, -0.996440, 0.160584], [-2.177806, 0.756166, 0.125723], [-1.350142, 0.278390, -1.331159], [-0.626867, 3.515079, 0.279540], [1.190145, -1.714132, -0.328204], [2.641104, -0.945537, 0.238473], [1.944895, 1.087505, 0.148777], [-1.355572, -1.178786, 1.150002], [-0.563300, -1.558154, -0.296401]], "forces_ev_per_a": [[0.645, -1.216, 1.018], [0.164, 0.298, -1.761], [2.398, -0.581, 0.044], [1.037, 2.668, 1.457], [-0.885, -0.986, 1.056], [-0.841, 1.194, 0.403], [0.174, 0.856, -1.152], [0.145, -0.301, 0.005], [-0.444, 0.300, 0.072], [-1.208, 0.028, -0.486], [-1.355, -1.365, -0.115], [0.094, -0.094, -0.258], [0.077, -0.801, -0.285]], "nbo_charge": [-0.34, 0.43, -0.62, -0.34, -0.73, 0.26, 0.26, 0.04, 0.41, 0.42, 0.46, 0.40, 0.35]}

---

4.
{"formula": "C53H54FGeN3O2P2S2Tl", "method": "wB97M-V/def2-TZVPD", "energy_ev": -168577.67094, "spin_multiplicity": 2, "de_lowest_ev": 0.0000, "homo_energy_ev": [-6.66, -7.41], "gap_ev": [7.10, 6.16], "species": ["Tl", "N", "C", "S", "N", "N", "C", "C", "C", "C", "C", "C", "C", "O", "H", "H", "H", "H", "H", "H", "H", "O", "C", "C", "C", "C", "C", "C", "P", "C", "C", "C", "C", "C", "C", "C", "C", "C", "C", "C", "C", "C", "C", "C", "C", "C", "C", "P", "C", "C", "C", "C", "C", "C", "C", "C", "C", "C", "C", "C", "H", "H", "H", "H", "H", "H", "H", "H", "H", "H", "H", "H", "H", "H", "H", "H", "H", "H", "H", "H", "H", "H", "H", "H", "H", "H", "H", "H", "S", "C", "F", "C", "C", "C", "C", "Ge", "C", "C", "C", "C", "H", "H", "H", "H", "H", "H", "H", "H", "H", "H", "H", "H", "H", "H", "H", "H", "H", "H", "H"], "positions_angstrom": [[-0.975818, 1.602107, -0.582779], [-3.185818, 1.575007, 3.086821], [-2.280418, 0.857707, 2.367521], [-0.582618, 1.376707, 2.738421], [-2.652818, -0.077293, 1.611721], [-1.881518, -0.785093, 0.773621], [-1.895618, -2.063293, 0.855821], [-1.154418, -2.951093, 0.008021], [-1.145518, -4.305293, 0.356421], [-0.412318, -5.227293, -0.352879], [0.362282, -4.803693, -1.429579], [0.347882, -3.488093, -1.821079], [-0.425218, -2.525093, -1.138979], [-0.442318, -1.296093, -1.569279], [-2.864118, 2.473707, 3.411721], [-4.123518, 1.556107, 2.717621], [-2.441918, -2.546393, 1.677821], [-1.726018, -4.622593, 1.213721], [-0.425518, -6.268193, -0.067279], [0.966882, -5.522593, -1.962179], [0.936982, -3.147993, -2.661679], [0.405382, 1.033707, -3.060679], [0.894282, 2.308707, -3.254079], [0.380382, 3.137607, -4.241079], [0.857282, 4.429107, -4.371679], [1.860382, 4.889107, -3.534279], [2.349782, 4.074607, -2.530279], [1.884682, 2.770007, -2.377379], [2.166182, 1.863707, -0.821379], [3.817982, 2.501507, -0.324079], [3.956082, 3.098907, 0.923521], [5.182182, 3.603207, 1.325421], [6.280282, 3.505507, 0.487521], [6.149482, 2.906307, -0.755679], [4.924782, 2.409707, -1.160679], [2.677182, 0.165007, -1.292179], [3.196182, -0.170293, -2.535479], [3.613282, -1.462993, -2.801079], [3.503982, -2.434593, -1.821379], [2.975282, -2.113793, -0.583379], [2.566082, -0.822193, -0.303879], [0.054082, 0.321607, -4.176879], [0.820782, 0.351007, -5.337379], [0.410282, -0.350393, -6.456079], [-0.772518, -1.069793, -6.427279], [-1.517418, -1.126393, -5.262479], [-1.100018, -0.460093, -4.116479], [-2.017718, -0.463093, -2.539079], [-2.976618, -2.002593, -2.586279], [-2.405218, -3.163793, -3.105879], [-3.078018, -4.369393, -3.052779], [-4.342318, -4.431893, -2.492379], [-4.915818, -3.283393, -1.966979], [-4.237118, -2.078793, -1.999879], [-3.305518, 0.843807, -2.913479], [-3.388318, 1.510207, -4.129179], [-4.202218, 2.623607, -4.254179], [-4.949018, 3.075507, -3.180179], [-4.878718, 2.407607, -1.969079], [-4.045218, 1.314507, -1.830779], [-0.427018, 2.779907, -4.865079], [0.419982, 5.078607, -5.113979], [2.233582, 5.897307, -3.640879], [3.091782, 4.451907, -1.840979], [3.100182, 3.176707, 1.579821], [5.280582, 4.086307, 2.287421], [7.238182, 3.898007, 0.799421], [7.004782, 2.837907, -1.413979], [4.827782, 1.949907, -2.132679], [3.260882, 0.579807, -3.310279], [4.024882, -1.712293, -3.769579], [3.827982, -3.446993, -2.013879], [2.873582, -2.866593, 0.184821], [2.822382, 0.007607, 1.643121], [1.722882, 0.944407, -5.368579], [1.012282, -0.332393, -7.351779], [-1.123418, -1.578693, -7.312879], [-2.446418, -1.675593, -5.247879], [-1.427818, -3.125993, -3.559179], [-2.600918, -5.250993, -3.456179], [-4.880918, -5.366993, -2.459279], [-5.897718, -3.330893, -1.518279], [-4.686418, -1.190793, -1.578279], [-2.810918, 1.171607, -4.977479], [-4.229318, 3.160107, -5.192079], [-5.549318, 3.970007, -3.274079], [-5.426018, 2.775107, -1.113879], [-3.932218, 0.834107, -0.864979], [1.302582, -1.819393, 2.004421], [2.029682, -0.443993, 1.037521], [-2.196018, 3.546307, -1.091779], [-1.333218, -1.943493, 7.945521], [-0.941518, -2.963093, 6.880621], [-0.069418, -2.345493, 5.786621], [-0.855618, -1.485093, 4.807921], [0.417682, -0.482393, 3.605821], [2.030182, 0.273407, 4.589321], [1.895382, 1.708307, 5.074221], [0.940882, 1.819307, 6.257321], [0.776882, 3.262107, 6.714021], [-1.894718, -2.426793, 8.741421], [-1.949118, -1.149993, 7.526621], [-0.441518, -1.495893, 8.381921], [-1.839318, -3.395793, 6.434521], [-0.378918, -3.772793, 7.353921], [0.431182, -3.137193, 5.224521], [0.702982, -1.747493, 6.275721], [-1.480018, -0.760993, 5.329221], [-1.511518, -2.109893, 4.205121], [1.228682, 0.285707, 0.896521], [2.882982, 0.187807, 3.914521], [2.233782, -0.387093, 5.432721], [1.540082, 2.342507, 4.256321], [2.882582, 2.070607, 5.375221], [1.318782, 1.208907, 7.081521], [-0.030618, 1.414907, 5.961621], [1.742782, 3.687507, 6.980321], [0.121982, 3.326907, 7.579821], [0.346082, 3.859207, 5.913721]], "forces_ev_per_a": [[-0.548, 1.059, -0.099], [-0.423, 0.434, 0.304], [1.250, -0.255, 0.182], [0.114, -0.293, -0.071], [-1.637, -0.357, 0.302], [0.888, -0.358, -0.458], [-0.451, 0.696, 0.802], [0.425, -0.228, -0.796], [-0.053, 0.171, -0.047], [0.068, -0.194, 0.048], [-0.045, -0.102, 0.082], [-0.070, 0.264, 0.087], [-0.186, -1.065, 0.584], [0.180, 0.960, -0.436], [-0.084, -0.067, -0.002], [-0.068, 0.026, -0.019], [-0.092, 0.126, -0.128], [-0.043, -0.011, 0.052], [0.020, -0.087, 0.040], [0.081, -0.060, -0.115], [-0.006, 0.054, -0.076], [0.064, 0.014, -0.098], [0.469, 0.721, -0.154], [-0.157, -0.080, 0.128], [0.009, -0.112, 0.005], [-0.009, 0.126, -0.011], [-0.007, -0.088, -0.097], [-0.416, -0.388, 0.045], [0.700, -0.011, -0.021], [-0.258, 0.038, 0.046], [-0.064, -0.027, -0.075], [0.174, 0.096, 0.090], [0.005, 0.045, 0.105], [0.089, 0.005, -0.121], [0.090, 0.011, 0.046], [-0.126, 0.103, 0.015], [-0.122, -0.027, 0.052], [0.060, -0.076, -0.079], [0.095, -0.036, 0.071], [0.144, 0.009, 0.019], [0.019, -0.055, -0.215], [-0.182, -0.461, -0.500], [0.110, 0.057, 0.152], [-0.020, -0.024, 0.125], [-0.112, -0.065, -0.085], [0.018, 0.025, -0.011], [0.281, 0.341, 0.508], [-0.470, -0.421, -0.708], [0.064, 0.058, 0.100], [-0.020, 0.081, -0.045], [0.012, -0.045, -0.103], [-0.007, 0.059, 0.070], [-0.124, -0.100, 0.085], [0.088, 0.131, -0.050], [0.282, -0.164, 0.442], [0.092, -0.019, -0.113], [-0.025, 0.063, -0.092], [0.025, -0.019, 0.085], [-0.068, 0.019, 0.058], [-0.052, -0.106, -0.105], [0.005, 0.013, -0.054], [0.010, 0.068, -0.094], [0.021, 0.055, 0.014], [0.045, 0.038, 0.009], [-0.116, 0.013, 0.029], [-0.005, -0.013, 0.076], [0.035, 0.024, 0.023], [0.035, -0.027, -0.029], [-0.002, -0.051, -0.096], [0.010, 0.129, -0.086], [-0.005, -0.001, -0.065], [0.012, -0.088, -0.063], [0.016, -0.150, -0.005], [-0.069, 0.110, -0.077], [0.056, 0.040, 0.026], [0.055, 0.055, -0.081], [-0.001, -0.069, -0.046], [-0.062, -0.080, 0.020], [0.013, -0.006, -0.027], [-0.033, -0.099, -0.013], [-0.032, -0.095, 0.012], [-0.070, 0.015, 0.020], [-0.074, -0.013, 0.010], [0.035, 0.040, -0.057], [-0.037, -0.002, -0.093], [-0.040, -0.006, -0.005], [-0.027, 0.029, 0.052], [-0.036, 0.055, 0.118], [-0.203, 0.272, 0.398], [-0.284, 0.053, 0.471], [0.466, -0.650, 0.256], [-0.015, -0.235, -0.130], [0.171, 0.131, 0.050], [-0.064, -0.168, 0.020], [0.585, 0.395, -0.579], [0.339, -0.227, 0.614], [-0.521, -0.122, -0.557], [-0.167, -0.214, 0.148], [0.112, 0.276, -0.172], [-0.077, -0.243, 0.026], [-0.091, 0.055, 0.107], [-0.046, 0.099, 0.030], [0.045, 0.083, 0.066], [-0.005, -0.113, -0.015], [-0.099, -0.030, -0.020], [0.119, -0.010, 0.042], [0.105, -0.047, -0.006], [0.009, 0.193, -0.065], [-0.079, 0.013, -0.155], [0.147, -0.007, 0.108], [-0.082, -0.144, -0.115], [-0.026, -0.134, -0.003], [0.091, 0.122, 0.074], [0.003, 0.118, -0.032], [-0.032, -0.085, 0.006], [-0.094, -0.073, 0.064], [0.062, 0.098, 0.037], [-0.049, 0.081, 0.082], [-0.031, 0.141, -0.065]], "mulliken_charge": [2.00, -0.47, 0.31, -0.57, -1.62, 1.77, -1.44, 1.27, -0.85, -1.29, -1.18, -0.72, 1.03, -0.38, 0.25, 0.24, 0.16, 0.44, 0.42, 0.50, 0.71, 1.54, 0.06, -0.45, -0.97, -0.95, -1.15, 0.35, 0.51, 0.21, -0.42, -0.66, -0.51, -0.74, -0.15, 1.08, -0.12, -1.03, -1.10, -0.15, -0.06, -1.16, 0.02, -0.99, -1.02, -0.16, -0.28, 2.34, 0.76, -0.63, -0.84, -0.75, -0.76, -0.75, 1.08, -0.91, -0.81, -0.68, -1.05, -0.06, 0.45, 0.43, 0.41, 0.46, 0.48, 0.42, 0.39, 0.43, 0.31, 0.50, 0.42, 0.40, 0.53, 0.79, 0.47, 0.44, 0.46, 0.59, 0.45, 0.43, 0.41, 0.44, 0.39, 0.42, 0.42, 0.37, 0.39, 0.33, -0.55, -0.37, -0.91, -1.12, -0.68, -0.42, -0.50, 0.79, -0.98, -0.71, 0.22, -1.50, 0.38, 0.30, 0.26, 0.32, 0.35, 0.34, 0.05, 0.51, 0.40, -0.87, 0.40, 0.59, 0.03, 0.65, 0.32, -0.02, 0.36, 0.41, 0.31]}